This record from the Open Molecules 2025 dataset describes C4H3CaLiO as an isolated structure. The level of theory is the ωB97M-V functional and the def2-TZVPD basis.

Geometry (Å):
H: 0.630 0.274 -2.235
C: 0.158 1.055 -1.626
O: 1.193 1.430 0.596
Ca: -1.863 -0.038 -0.784
H: -0.201 1.992 -2.103
C: -0.952 -1.255 0.852
C: -0.316 -2.104 1.472
Li: 0.437 0.145 2.220
C: 0.747 1.365 -0.463
H: 0.168 -2.864 2.070

Forces on atoms 1 to 3 (eV/Å):
H 0.073 0.269 0.145
C 0.366 1.778 0.008
O -0.381 0.388 -0.379

Properties
E_LUMO in eV: -8.6
Energy in eV: -24869.582
ΔE to the lowest compared entry with this formula, charge and spin in eV: 0.0000
HOMO level in Eh: -0.66685
Charge: +2

***

This record from the Open Molecules 2025 dataset describes C18H23BBrF4IN2O2S4SiTc as an isolated structure. The level of theory is the ωB97M-V functional and the def2-TZVPD basis.

Geometry (Å):
H: -2.109 0.902 -5.121
H: 1.057 -3.540 -0.673
C: -1.755 5.270 2.131
C: -1.293 -0.423 -3.638
F: -3.339 1.243 0.052
H: -2.348 -4.729 1.409
C: -1.415 0.966 -4.281
Si: -0.317 -3.333 1.382
H: -2.576 4.733 0.219
S: 0.579 0.401 3.519
H: -2.606 5.865 2.427
H: 1.120 -1.733 -4.701
H: 1.683 0.681 -5.816
C: 0.842 -4.148 2.610
H: -1.545 -1.217 -4.344
H: -0.668 -3.531 -1.057
Tc: 0.694 -0.063 1.127
C: -1.737 4.647 0.893
C: -0.689 5.128 3.003
H: -0.697 5.612 3.969
B: -2.133 0.756 -0.349
S: 2.297 -0.483 5.744
C: 1.097 -0.720 -4.289
C: -0.647 3.876 0.524
F: -1.205 0.912 0.812
F: -2.156 -0.577 -0.686
C: 3.854 -1.328 5.632
Br: 1.825 4.187 3.875
C: 0.402 4.349 2.645
C: 0.080 -3.907 -0.358
C: 2.959 -0.917 3.186
H: -2.251 -3.760 2.880
H: 0.672 -3.753 3.612
N: 0.092 -0.669 -3.223
F: -1.579 1.503 -1.388
H: 0.504 1.897 -3.936
C: 0.413 3.727 1.404
H: 0.679 -5.225 2.644
H: 2.070 -0.518 -3.840
C: 0.434 -0.520 -1.985
I: 1.977 2.453 0.835
C: 1.993 -0.360 4.030
N: 0.715 -0.352 -0.878
S: 4.333 -1.656 3.946
H: 1.885 -3.971 2.346
C: 0.757 0.317 -5.370
H: 0.089 -4.995 -0.422
H: -0.643 3.360 -0.424
H: -2.770 -3.016 1.364
H: 0.184 -0.152 -6.171
O: 4.511 -1.646 6.574
C: -0.052 1.463 -4.770
S: 2.879 -0.947 1.484
H: -0.185 2.258 -5.504
C: -2.090 -3.745 1.802
O: -0.108 -1.711 1.463
H: -1.834 1.667 -3.559
H: -1.931 -0.527 -2.761

Forces on atoms 1 to 3 (eV/Å):
H -0.003 -0.016 -0.036
H 0.068 0.012 -0.008
C 0.050 -0.028 -0.001

Properties
E_LUMO (spin up / spin down) in eV: 0.0 / -2.4
Energy in eV: -169230.630
ΔE to the lowest compared entry with this formula, charge and spin in eV: 0.4188
Spin multiplicity: 4
HOMO level (spin up / spin down) in Eh: -0.28725 / -0.31418
Charge: 0

***

This record from the Open Molecules 2025 dataset describes an isolated ion of composition C5H13N2O and charge +1. The level of theory is the ωB97M-V functional and the def2-TZVPD basis.

Geometry (Å):
H: 1.510 -1.152 -0.682
H: -1.428 1.103 0.550
H: -1.638 1.841 -0.877
H: -0.116 -0.660 1.802
H: -0.545 -4.149 -0.268
H: 0.454 -3.014 -1.035
N: 0.261 -1.205 0.971
H: 0.440 2.094 1.150
C: -0.877 1.475 -0.266
H: 1.729 0.416 0.369
C: -0.112 0.317 -0.968
N: -0.187 -3.202 -0.291
H: -0.914 -0.509 -1.130
C: -0.204 -2.414 0.835
H: -0.719 -2.995 1.670
O: 0.810 3.295 -0.250
H: 1.241 2.813 -0.942
H: 0.247 0.506 -2.064
C: -0.121 2.567 0.468
C: 0.966 -0.351 -0.105
H: -0.798 3.226 1.063

Forces on atoms 1 to 3 (eV/Å):
H -0.134 1.268 0.428
H -0.910 -1.238 1.081
H -0.992 0.782 -1.497

Properties
E_LUMO in eV: -3.8
SMILES: N/C=[NH+]\CCCCO
Energy in eV: -10415.749
ΔE to the lowest compared entry with this formula, charge and spin in eV: 2.4471
HOMO level in Eh: -0.48740
Charge: +1

***

This record from the Open Molecules 2025 dataset describes C23H18BeBrCl5F5N2O4Te as an isolated structure. The level of theory is the ωB97M-V functional and the def2-TZVPD basis.

Geometry (Å):
C: -0.011 1.263 -2.574
H: -1.105 -0.553 -2.160
C: -0.645 -0.047 -3.011
C: 2.169 1.878 3.606
N: -0.715 -2.587 -0.345
F: 1.675 -1.286 -1.322
H: -1.432 0.144 -3.744
C: 1.053 4.029 0.640
C: -1.502 -3.504 -1.002
O: 1.060 1.031 -1.658
H: -0.938 -3.438 -3.091
H: 1.113 1.577 -4.403
O: 2.837 0.959 -0.081
H: 2.743 2.648 3.097
C: -1.666 4.018 1.095
H: -0.748 1.828 -2.000
F: 3.991 -1.271 -1.220
O: 1.605 1.082 2.581
Cl: -3.365 4.000 1.396
C: -2.509 -4.851 -2.655
C: 0.418 5.211 1.014
C: -0.463 -1.822 2.056
H: 2.832 1.284 4.241
N: -2.011 -3.512 1.218
C: 0.560 -0.357 4.223
H: 0.949 0.193 5.068
Cl: -1.919 1.388 0.614
Cl: 2.776 4.087 0.400
C: 0.332 -0.707 1.843
H: -3.877 -5.491 0.413
Cl: -1.766 6.650 1.715
F: 2.841 -0.505 -3.454
C: -1.063 -2.637 0.981
H: -1.370 -3.074 3.537
C: -0.955 5.204 1.239
H: 0.025 -2.046 -0.769
F: 4.868 0.725 -2.026
H: 1.390 2.342 4.218
H: 0.884 3.032 -3.434
H: -0.480 2.358 -4.353
H: 0.103 -0.704 -3.459
H: 1.158 -0.820 -0.001
O: 0.591 -0.231 0.590
Br: -0.623 -2.007 6.202
H: -4.049 -6.184 -1.966
C: 0.408 2.111 -3.765
C: 0.387 2.811 0.476
C: -0.982 2.863 0.724
C: -0.238 -1.479 4.418
F: 3.024 1.914 -2.761
Cl: 1.306 6.676 1.218
Te: 3.045 0.275 -1.779
C: 0.847 0.025 2.926
C: -2.311 -4.070 -0.008
C: -3.332 -5.427 -1.672
C: -0.747 -2.209 3.376
H: -2.606 -5.178 -3.683
C: -3.246 -5.049 -0.348
C: -1.578 -3.882 -2.339
Be: 1.258 1.322 -0.038

Forces on atoms 1 to 3 (eV/Å):
C 0.081 -0.072 -0.054
H 0.061 -0.024 0.002
C -0.080 -0.051 0.067

Properties
E_LUMO in eV: 2.1
Energy in eV: -189257.393
ΔE to the lowest compared entry with this formula, charge and spin in eV: 0.0756
HOMO level in Eh: -0.23112
Charge: -1

***

This record from the Open Molecules 2025 dataset describes C20H46OP4RuSe as an isolated structure. The level of theory is the ωB97M-V functional and the def2-TZVPD basis.

Geometry (Å):
Ru: -0.106 0.035 0.225
C: -0.593 -3.164 1.786
H: 4.517 -0.180 -4.733
C: -0.801 3.186 1.756
H: -3.332 1.322 1.888
H: -0.850 4.263 1.536
C: -1.059 -1.292 5.120
H: -2.690 0.805 -2.133
H: 1.950 -0.823 -1.513
H: -1.809 2.806 1.944
H: -3.252 -1.489 1.924
H: 2.428 1.065 0.805
C: -0.822 3.034 -1.157
C: 3.559 -0.017 -5.208
P: -2.442 -0.078 0.121
C: 1.827 -3.005 0.418
H: -0.181 -4.046 -1.211
H: 2.517 -0.774 0.821
C: -3.029 -0.114 -1.628
H: 2.452 -0.319 -3.375
H: 2.152 0.628 -8.252
C: 1.053 0.401 -6.407
C: -0.572 -3.022 -1.125
H: -0.283 -2.444 -2.012
H: -2.585 -0.984 -2.135
H: 0.327 0.117 -2.520
C: 2.223 0.444 -7.180
H: -1.199 1.715 5.157
H: 2.075 3.101 1.322
P: -0.155 -0.137 4.074
H: 0.228 1.130 6.070
H: 2.479 -2.569 -0.343
C: 2.397 -0.079 -4.435
P: -0.027 2.317 0.335
P: 0.147 -2.245 0.375
H: 4.383 0.304 -7.180
C: -3.366 -1.502 0.832
C: 1.148 0.181 -5.013
H: -0.501 4.082 -1.256
C: 1.690 0.090 -0.971
H: -1.121 -2.280 4.658
C: -3.476 1.286 0.800
H: -4.535 1.069 0.583
H: -0.511 2.467 -2.048
C: 1.590 3.208 0.342
H: -0.547 -1.362 6.087
H: 1.606 -1.722 3.526
H: 2.297 -2.856 1.400
H: 1.876 1.004 -1.544
H: -4.131 -0.175 -1.654
C: 1.549 -0.714 3.968
H: -3.218 2.255 0.356
C: 3.480 0.251 -6.577
H: -3.010 -2.461 0.437
H: -0.197 3.040 2.661
H: -2.074 -0.902 5.270
O: -0.816 0.056 2.713
C: -0.165 1.360 5.071
H: 2.264 2.811 -0.423
C: 2.042 0.122 0.426
Se: -0.408 0.243 -3.888
H: -1.914 2.995 -1.076
H: 0.450 2.137 4.607
H: 0.128 -3.229 2.614
H: -0.844 -4.184 1.464
H: -1.666 -3.058 -1.071
H: 0.068 0.539 -6.863
H: 1.755 -4.085 0.237
H: -4.434 -1.394 0.582
H: 1.435 4.277 0.151
H: 1.995 -0.751 4.973
H: 2.134 -0.022 3.349
H: -1.497 -2.666 2.149

Forces on atoms 1 to 3 (eV/Å):
Ru 0.728 -0.196 -0.159
C -0.262 0.193 0.004
H 0.133 -0.012 -0.030

Properties
E_LUMO (spin up / spin down) in eV: -12.5 / -16.8
Energy in eV: -128575.171
ΔE to the lowest compared entry with this formula, charge and spin in eV: 1.2669
Spin multiplicity: 5
HOMO level (spin up / spin down) in Eh: -0.74014 / -0.73655
Charge: +4

***

This record from the Open Molecules 2025 dataset describes a 2-piece molecular cluster, H6N3PS overall. The level of theory is the ωB97M-V functional and the def2-TZVPD basis.

Geometry (Å):
H: -0.952 0.316 1.033
N: -1.584 0.437 0.254
H: 1.870 0.148 -1.349
H: 0.263 -2.509 -0.274
H: -1.551 1.346 -0.167
H: 0.717 -1.329 0.592
N: -0.074 -1.640 0.074
S: 2.714 0.185 0.672
N: 1.509 0.752 -0.626
H: 1.815 1.677 -0.911
P: -0.717 -0.434 -0.912

Forces on atoms 1 to 3 (eV/Å):
H -0.261 0.726 1.095
N 1.314 -1.409 -1.457
H -0.099 0.075 -0.620

Properties
E_LUMO in eV: -0.9
Energy in eV: -24690.053
ΔE to the lowest compared entry with this formula, charge and spin in eV: 3.6982
HOMO level in Eh: -0.26924
Charge: 0

***

This record from the Open Molecules 2025 dataset describes an isolated molecule of C3H3NO2. The level of theory is the ωB97M-V functional and the def2-TZVPD basis.

Geometry (Å):
O: 0.169 1.369 -1.088
H: -0.548 -1.415 0.489
O: -2.047 0.110 0.353
C: -0.856 -0.260 0.363
H: -0.728 1.740 -1.028
C: 0.260 0.299 -0.307
N: 2.561 -0.833 0.013
C: 1.557 -0.283 -0.175
H: -0.367 -0.728 1.381

Forces on atoms 1 to 3 (eV/Å):
O -0.034 -0.323 0.352
H -0.171 -0.033 -0.759
O 0.155 0.102 -0.119

Properties
E_LUMO (spin up / spin down) in eV: -1.3 / -1.3
Energy in eV: -8740.356
ΔE to the lowest compared entry with this formula, charge and spin in eV: 4.7751
HOMO level (spin up / spin down) in Eh: -0.33216 / -0.33218
Charge: 0